Record 1
DFT (ωB97M-V with the def2-TZVPD basis set) results for the molecule C2H5N5 in a non-equilibrium geometry.

Geometry (Å):
1 C 0.558 1.381 1.946
2 C -0.516 -1.059 -1.844
3 N 1.616 0.568 2.068
4 N -0.255 1.216 0.911
5 N 1.822 -0.426 1.461
6 N 0.061 0.225 0.162
7 N -0.905 -0.206 -0.675
8 H 0.631 2.255 2.568
9 H 0.207 -1.795 -1.582
10 H -1.425 -1.507 -2.303
11 H -0.033 -0.321 -2.554
12 H -1.760 -0.331 -0.158

Properties
2S+1: 1
Kohn-Sham gap: 7.70 eV
Relative energy (zero: lowest compared OMol25 entry of this formula, charge and spin): 4.957 eV
E_HOMO: -7.69 eV
E_tot: -352.83262 Ha
Net charge: 0

Results of the Löwdin charge analysis, in e, for atoms 1 through 5:
1 C -0.27
2 C -0.07
3 N -0.09
4 N 0.03
5 N 0.18

=====

Record 2
DFT (ωB97M-V with the def2-TZVPD basis set) results for the molecule C2H5N5 in a non-equilibrium geometry.

Geometry (Å):
1 N 1.044 -1.633 0.222
2 C 0.593 -0.378 0.212
3 N 1.296 0.675 0.390
4 C 0.432 1.678 0.215
5 N -0.807 1.310 -0.110
6 N -0.645 -0.053 -0.086
7 N -1.565 -1.006 -0.616
8 H 0.402 -2.193 -0.340
9 H 1.982 -1.735 -0.157
10 H 0.559 2.687 0.533
11 H -2.225 -1.170 0.143
12 H -2.131 -0.436 -1.347

Properties
2S+1: 1
Kohn-Sham gap: 9.74 eV
Relative energy (zero: lowest compared OMol25 entry of this formula, charge and spin): 1.581 eV
SMILES: Nc1ncnn1N
E_HOMO: -8.88 eV
E_tot: -352.95668 Ha
Net charge: 0

Results of the Löwdin charge analysis, in e, for atoms 1 through 5:
1 N 0.15
2 C -0.53
3 N 0.12
4 C -0.23
5 N 0.09

=====

Record 3
DFT (ωB97M-V with the def2-TZVPD basis set) results for the molecule C2H5N5O in a non-equilibrium geometry.

Geometry (Å):
1 N 2.461 -0.466 0.081
2 N 1.891 0.708 0.137
3 C 0.741 0.662 -0.235
4 N -0.105 1.774 0.070
5 C -1.262 1.264 -0.277
6 N -1.275 -0.099 -0.642
7 N -1.948 -0.685 0.466
8 O 0.077 -0.497 -0.675
9 H 3.414 -0.405 -0.132
10 H 1.854 -1.257 -0.416
11 H -2.356 1.462 0.085
12 H -1.297 -0.733 1.335
13 H -2.197 -1.729 0.203

Properties
2S+1: 1
Kohn-Sham gap: 8.75 eV
Relative energy (zero: lowest compared OMol25 entry of this formula, charge and spin): 4.599 eV
SMILES: N/N=c1/ncn(N)o1
E_HOMO: -8.25 eV
E_tot: -428.05411 Ha
Net charge: 0

Results of the Löwdin charge analysis, in e, for atoms 1 through 5:
1 N 0.00
2 N 0.02
3 C -0.48
4 N 0.18
5 C -0.16

=====

Record 4
DFT (ωB97M-V with the def2-TZVPD basis set) results for the molecule C2H5N5O in a non-equilibrium geometry.

Geometry (Å):
1 C 2.286 -1.126 0.244
2 N 1.022 -0.954 -0.321
3 N 0.539 0.293 0.091
4 C -0.610 0.686 -0.077
5 N -1.000 2.065 0.178
6 N -2.237 2.237 -0.115
7 N -2.806 1.008 -0.548
8 O -1.802 -0.025 -0.350
9 H 2.430 -0.858 1.341
10 H 2.847 -0.294 -0.331
11 H 2.638 -2.114 0.167
12 H 0.410 -1.884 -0.234
13 H -3.717 0.967 -0.045

Properties
2S+1: 1
Kohn-Sham gap: 8.63 eV
Relative energy (zero: lowest compared OMol25 entry of this formula, charge and spin): 4.912 eV
SMILES: CN/N=c1/nn[nH]o1
E_HOMO: -8.55 eV
E_tot: -428.04262 Ha
Net charge: 0

Results of the Löwdin charge analysis, in e, for atoms 1 through 5:
1 C -0.18
2 N -0.15
3 N 0.08
4 C -0.40
5 N 0.09

=====

What is the 2S+1 in the first record?
1

=====

Look up the E_tot of the second one.
-352.95668 Ha

=====

Look up the E_tot of the fourth one.
-428.04262 Ha

=====

Which value of E_tot does entry 2 give?
-352.95668 Ha